Record 1
Entry from OMol25: 9 unconnected molecules or ions with the total composition C50H123N9O11 in a non-equilibrium geometry (ωB97M-V with the def2-TZVPD basis set).

```
193
Properties=species:S:1:pos:R:3:forces:R:3
C -3.2520 5.1412 -2.1350 0.78 -0.01 0.53
C -3.6101 5.5938 -0.7000 -1.13 -0.16 -1.05
C -4.7597 6.6113 -0.7626 0.17 0.09 0.25
C -4.1738 4.3769 0.0572 0.85 -0.16 0.49
C -3.0767 3.4519 0.5837 -0.21 0.59 0.55
C -2.1694 4.3007 1.4646 0.20 -0.16 0.05
C -1.4730 5.3998 0.6787 0.49 1.04 -0.71
C -0.7124 6.3169 1.6362 -0.58 0.53 0.16
C -0.4436 4.8530 -0.3227 -0.57 -1.30 0.19
N -2.5227 6.2348 0.0375 -0.24 -0.71 1.28
O -1.9465 7.2821 -0.7081 0.09 -0.03 -0.37
H -2.5211 5.8331 -2.5561 -0.19 0.05 -0.21
H -2.7700 4.1627 -2.0849 -0.05 -0.03 -0.19
H -4.1252 5.0502 -2.7767 -0.05 0.13 0.04
H -4.4791 7.4871 -1.3482 -0.09 0.00 -0.02
H -5.6741 6.1754 -1.1679 0.12 -0.07 -0.19
H -4.9807 6.9107 0.2644 -0.01 0.20 -0.06
H -4.7327 4.7379 0.9258 -0.20 -0.07 -0.10
H -4.8132 3.7709 -0.5839 -0.27 0.43 -0.14
H -3.5556 2.7044 1.2228 0.16 -0.35 -0.30
H -2.5404 2.9976 -0.2509 0.02 -0.31 0.17
H -1.4223 3.7298 2.0253 0.10 -0.17 -0.29
H -2.7837 4.7561 2.2495 -0.08 0.17 -0.13
H 0.0853 5.7820 2.1472 -0.04 -0.01 0.12
H -1.4278 6.7540 2.3414 0.14 -0.29 0.27
H -0.2929 7.1880 1.1320 0.23 -0.26 -0.25
H -0.9116 4.1616 -1.0296 0.00 0.27 -0.19
H 0.2211 4.1866 0.2390 0.40 0.37 -0.05
H 0.0969 5.6148 -0.8754 0.05 0.12 0.15
H -2.1863 8.0717 -0.2125 -0.01 0.00 -0.04
C -1.5246 0.8283 -3.6604 0.18 0.05 0.87
C -0.3826 1.5559 -4.3722 -0.35 0.39 -0.48
C -0.0468 0.9095 -5.7188 0.96 -0.72 0.02
C -0.8975 2.9925 -4.5808 0.43 0.36 -0.46
C 0.1716 4.0180 -5.0056 -0.71 -0.40 0.11
C 1.3265 3.9765 -4.0254 -0.77 0.65 -0.04
C 1.8513 2.5866 -3.7079 0.98 -0.13 0.87
C 2.8849 2.1513 -4.7546 0.26 -0.31 -0.44
C 2.5503 2.7314 -2.3398 0.49 -0.34 0.22
N 0.7576 1.6425 -3.4607 -0.64 0.49 0.06
O 1.2616 0.3445 -3.1780 -0.25 0.33 0.13
H -1.3313 -0.1615 -3.2398 0.38 -0.08 -0.51
H -1.7157 1.4278 -2.7640 -0.45 0.02 -0.10
H -2.4200 0.7536 -4.2752 -0.02 0.17 -0.02
H 0.7016 0.1275 -5.5438 -0.20 -0.11 0.13
H -0.8887 0.4039 -6.1904 -0.17 0.31 -0.05
H 0.4644 1.5649 -6.4277 -0.39 0.28 0.02
H -1.7074 2.9803 -5.3150 -0.01 -0.12 -0.02
H -1.3263 3.4100 -3.6651 0.00 -0.39 0.18
H 0.4993 3.9158 -6.0424 -0.08 -0.13 0.00
H -0.3554 4.9688 -4.8921 0.36 0.25 -0.37
H 0.9467 4.4431 -3.1096 0.11 -0.18 0.11
H 2.1180 4.6393 -4.3838 0.26 -0.27 0.11
H 3.0109 1.0677 -4.7840 -0.17 -0.01 0.06
H 3.8781 2.5534 -4.5406 -0.11 0.15 0.18
H 2.6522 2.4950 -5.7657 -0.25 -0.09 0.03
H 1.8581 3.1484 -1.6069 -0.02 0.15 -0.07
H 3.4432 3.3570 -2.4178 -0.17 0.23 -0.02
H 2.9030 1.7864 -1.9171 -0.12 -0.14 -0.32
H 0.8552 0.2056 -2.2958 0.53 -0.41 -0.30
C -0.8922 4.2183 4.7539 -0.12 0.31 0.42
O -0.9813 2.8790 4.3388 -0.37 0.30 -0.49
C -2.2798 2.2915 4.5112 1.18 -0.06 -0.02
C -2.2103 0.9358 3.8133 -0.78 -0.26 1.09
C -3.6031 0.3429 3.6692 -0.20 -0.13 -0.34
N -1.3950 -0.0380 4.5338 1.31 0.07 -0.31
H -1.0006 4.3332 5.8400 0.14 -0.23 0.08
H -1.6689 4.8613 4.3279 0.00 -0.13 -0.32
H 0.0854 4.5928 4.4572 0.04 0.01 0.01
H -2.3761 2.1972 5.5985 -0.70 -0.19 -0.02
H -3.0757 2.9050 4.0757 0.11 0.26 0.08
H -1.8140 1.1365 2.8139 0.30 -0.23 0.07
H -4.2628 0.9933 3.0876 -0.10 0.03 0.21
H -4.0372 0.1228 4.6467 -0.09 0.22 0.02
H -3.5565 -0.6142 3.1480 0.15 0.03 -0.03
H -1.5933 -0.0986 5.5288 -0.64 0.14 -0.15
H -0.4005 0.2412 4.5307 -0.39 -0.23 -0.31
C -3.5876 -0.4545 -0.6255 0.43 0.40 -0.65
O -4.0926 0.2382 -1.7517 0.01 0.23 -0.05
C -5.4743 0.5061 -1.7040 -0.02 -0.44 0.26
C -5.9109 1.0388 -3.0507 0.25 0.81 -0.68
C -5.3108 2.4475 -3.2987 0.29 -1.11 0.27
N -7.3729 1.0839 -3.1888 0.05 -0.12 0.28
H -2.5608 -0.6770 -0.9210 -0.01 -0.36 0.22
H -4.1549 -1.3685 -0.4389 0.07 -0.05 0.15
H -3.5271 0.1824 0.2650 -0.33 -0.01 0.09
H -5.9947 -0.4269 -1.4513 -0.24 0.10 -0.09
H -5.6870 1.2409 -0.9109 -0.10 0.04 0.02
H -5.5451 0.3654 -3.8289 0.05 -0.16 0.12
H -4.2184 2.4470 -3.3324 -0.02 -0.13 0.23
H -5.6433 3.0259 -2.4369 -0.04 0.61 -0.37
H -5.6316 2.8159 -4.2722 -0.31 0.32 0.18
H -7.5712 1.6156 -4.0288 -0.15 -0.13 -0.06
H -7.7911 1.6271 -2.4379 0.10 -0.04 0.07
C -0.2896 -7.9999 0.6950 -0.39 0.49 -0.34
O -1.5076 -7.6421 0.0591 -0.10 -0.37 -0.55
C -1.6548 -6.2856 -0.2168 0.10 1.74 0.53
C -1.8974 -5.4575 1.0473 -0.09 0.95 0.92
C -3.2017 -5.8015 1.7370 -0.10 -1.27 -0.30
N -1.8355 -4.0104 0.7118 0.06 -0.86 -0.53
H -0.1800 -9.0604 0.4875 0.21 -0.08 0.37
H -0.3339 -7.7598 1.7597 0.09 -0.34 0.08
H 0.5546 -7.4442 0.2708 0.02 -0.06 -0.09
H -0.7905 -5.8178 -0.7116 0.35 -0.47 0.01
H -2.4812 -6.0553 -0.8938 -0.25 -0.72 0.00
H -1.1013 -5.6286 1.7836 0.15 -0.48 -0.17
H -4.0601 -5.5821 1.0994 -0.03 0.42 0.18
H -3.3040 -5.4272 2.7545 -0.03 0.50 -0.18
H -3.2319 -6.8922 1.8552 0.06 0.03 -0.01
H -0.8993 -3.9042 0.3249 -0.03 0.37 0.08
H -1.8860 -3.4688 1.5672 0.06 0.01 0.01
C 0.0227 0.5472 0.2876 0.02 1.11 0.48
O 0.4655 -0.3484 -0.6938 -0.18 0.20 -0.12
C 0.5645 -1.6756 -0.1974 0.68 0.02 -0.25
C 1.0534 -2.6020 -1.3057 -0.68 -0.15 -0.40
C -0.0776 -2.8277 -2.3178 -0.60 0.57 -0.11
N 1.3968 -3.9045 -0.7547 0.27 -0.43 -0.05
H -0.9984 0.3352 0.6106 0.04 -0.26 0.22
H 0.0205 1.5903 -0.0485 -0.05 -0.29 -0.79
H 0.7133 0.6219 1.1361 -0.14 -0.65 0.20
H 1.3181 -1.6685 0.5976 -0.24 -0.14 0.28
H -0.4125 -2.0085 0.1541 0.03 0.05 0.26
H 1.8956 -2.1050 -1.8002 0.08 0.05 -0.05
H -1.0427 -2.9401 -1.8119 0.11 -0.02 0.21
H -0.0043 -3.7189 -2.9420 0.54 0.01 0.02
H -0.1942 -1.9570 -2.9674 0.16 -0.10 -0.08
H 2.2367 -3.8816 -0.1815 -0.11 0.26 0.07
H 1.6412 -4.5206 -1.5496 -0.30 0.10 0.51
C 7.6794 -0.6213 2.2078 -0.49 -0.65 -0.60
O 6.4046 -1.2488 2.0373 0.49 -0.42 0.77
C 5.7285 -1.4457 3.2678 -0.55 0.95 -0.27
C 4.6673 -2.5240 3.1250 0.40 -0.44 0.49
C 3.7078 -2.3202 1.9592 0.67 -0.36 -0.09
N 3.9504 -2.6267 4.4070 -0.39 -0.55 0.04
H 8.1688 -0.9388 3.1304 -0.11 0.14 0.15
H 7.5649 0.4624 2.1587 0.22 0.05 0.09
H 8.2815 -1.0091 1.3853 0.12 0.42 -0.06
H 6.3987 -1.6829 4.1026 0.24 -0.29 -0.22
H 5.2692 -0.4881 3.5605 -0.21 -0.11 0.04
H 5.2171 -3.4636 2.9674 0.00 0.07 -0.37
H 4.3203 -2.4094 1.0592 -0.18 0.32 -0.15
H 3.1959 -1.3613 1.9871 0.02 0.04 0.01
H 2.9751 -3.1279 1.9013 -0.11 0.05 0.25
H 3.3691 -3.4614 4.3218 -0.32 0.36 0.02
H 4.5775 -2.9162 5.1562 0.25 0.38 -0.13
C 4.0100 -1.8720 -4.1411 0.21 -0.35 0.51
O 4.7794 -3.0297 -3.8467 0.69 -0.30 -0.28
C 4.1360 -4.0263 -3.1008 -1.23 0.08 0.21
C 2.9456 -4.6442 -3.8769 0.76 0.50 0.94
N 2.2311 -5.6390 -3.0639 0.61 -0.31 -0.97
C 1.2748 -6.3459 -3.9300 -0.12 -0.50 0.39
C 0.6228 -7.5305 -3.2368 -0.26 0.74 0.59
O 1.3363 -8.7216 -3.4532 0.23 0.00 -0.26
C 0.6555 -9.8268 -2.9142 -0.32 -0.12 0.34
H 4.7206 -1.1175 -4.4658 -0.05 0.01 -0.23
H 3.5182 -1.4899 -3.2428 -0.17 0.00 0.03
H 3.2662 -2.0821 -4.9082 -0.06 0.20 -0.11
H 3.8193 -3.5941 -2.1395 -0.21 -0.12 -0.03
H 4.8073 -4.8552 -2.8621 0.46 0.33 -0.20
H 3.4244 -5.0563 -4.7726 -0.46 -0.08 -0.26
H 2.2400 -3.8522 -4.1267 -0.07 -0.08 -0.27
H 2.9289 -6.3132 -2.7510 -0.15 -0.07 0.07
H 1.7324 -6.7463 -4.8431 0.04 0.30 -0.12
H 0.4950 -5.6281 -4.1849 0.02 0.01 -0.21
H -0.4271 -7.5956 -3.5413 0.01 -0.35 -0.28
H 0.5854 -7.3021 -2.1637 -0.01 -0.11 0.13
H 0.3751 -9.6335 -1.8719 -0.04 -0.01 0.00
H 1.2870 -10.7130 -2.9251 0.19 0.15 -0.20
H -0.2612 -10.0401 -3.4764 0.01 0.03 0.00
C 1.3231 -0.1016 8.7166 0.19 -0.55 0.56
O 2.5009 0.1387 7.9905 0.09 0.36 0.04
C 2.3344 0.0292 6.5903 0.28 -0.37 -0.10
C 1.7559 1.3017 5.9790 0.15 -0.48 -0.61
N 1.4001 1.0940 4.5758 -0.03 -0.24 0.08
C 2.4968 0.8656 3.6753 0.98 -0.69 -0.74
C 3.6308 1.8957 3.6407 -1.13 0.38 -0.11
O 3.1412 3.2238 3.4846 -0.06 0.10 0.10
C 2.5206 3.4817 2.2356 0.30 0.18 0.57
H 0.9656 -1.1171 8.5114 -0.29 0.09 -0.19
H 0.5251 0.6330 8.5842 0.01 0.04 -0.32
H 1.5802 -0.0996 9.7767 0.13 0.16 -0.03
H 1.7455 -0.8685 6.3625 -0.37 0.23 -0.12
H 3.3148 -0.2084 6.1715 0.10 0.23 0.08
H 2.5000 2.1017 6.0311 -0.17 0.17 0.61
H 0.8396 1.5390 6.5200 0.07 0.37 -0.02
H 0.8631 1.8819 4.2315 -0.05 0.05 0.21
H 2.0822 0.6970 2.6762 -0.06 0.42 -0.01
H 3.0385 -0.0837 3.7995 -0.48 -0.09 0.72
H 4.3012 1.5979 2.8254 0.24 0.20 0.07
H 4.1434 1.9148 4.6009 0.28 -0.11 -0.11
H 3.3089 3.5604 1.4819 -0.33 -0.29 -0.40
H 2.0207 4.4474 2.3054 0.12 0.07 0.10
H 1.7409 2.7464 2.0206 0.19 -0.13 -0.36
```
Positions in Å, forces in eV/Å.

The calculation puts the energy above the lowest of the compared OMol25 structures with the same formula, charge and spin at 0.00 kcal/mol. The calculation puts the maximum force at 1.823 eV/A. For the gap between HOMO and LUMO, the calculation gives 8.58 eV. The spin multiplicity is 1. The calculation puts the LUMO energy at 0.0183 hartree. As for the SMILES: CC1(C)CCCC(C)(C)N1O.CC1(C)CCCC(C)(C)N1O.COC[C@H](C)N.COC[C@H](C)N.COC[C@H](C)N.COC[C@H](C)N.COC[C@H](C)N.COCCNCCOC.COCCNCCOC. The calculated total energy comes out at -3299.04100 Eh.

---

Record 2
Entry from OMol25: a molecular structure, C63H62BrMnN4O6Si2Te (ωB97M-V with the def2-TZVPD basis set).

```
140
Properties=species:S:1:pos:R:3:forces:R:3
Mn 1.1564 -0.6142 -0.9999 -0.23 0.41 0.25
C -5.1141 -6.0281 -6.2534 -0.05 -0.04 -0.06
O -5.4481 -5.3364 -5.0706 0.00 0.00 0.05
C -4.4649 -4.5780 -4.4980 0.10 0.03 0.01
C -4.7130 -4.1084 -3.2125 -0.12 -0.07 -0.01
C -3.7656 -3.3489 -2.5529 -0.02 0.09 -0.04
C -2.5478 -3.0291 -3.1557 -0.08 0.01 -0.16
C -2.3201 -3.4994 -4.4450 0.01 0.01 0.17
C -3.2625 -4.2661 -5.1178 0.00 -0.05 -0.11
C -1.5090 -2.2384 -2.4429 0.35 -0.16 0.37
C -1.1129 -1.0114 -2.9800 -0.04 0.21 0.13
C -1.6377 -0.4500 -4.2032 -0.05 -0.02 -0.03
C -0.9134 0.6576 -4.4657 -0.04 0.06 -0.05
C 0.0152 0.8216 -3.3739 0.01 -0.08 0.19
N -0.1505 -0.1917 -2.4739 0.26 -0.28 -0.40
C 0.9288 1.8705 -3.2630 0.13 -0.11 0.20
C 1.7314 2.1128 -2.1407 -0.47 -0.32 -0.11
C 2.4902 3.3078 -1.9364 0.34 0.32 0.26
C 3.0852 3.1936 -0.7188 -0.03 0.31 -0.36
C 2.7153 1.9082 -0.2045 -0.12 -0.44 0.31
C 3.2488 1.3334 0.9578 0.02 -0.01 -0.22
C 4.2891 2.0959 1.7050 0.09 -0.06 -0.04
C 4.0705 2.5982 2.9863 0.01 0.05 -0.03
C 5.0838 3.2317 3.6822 0.00 0.03 0.09
C 6.3464 3.3685 3.1143 -0.05 0.00 -0.05
O 7.2871 3.9991 3.8802 0.00 -0.04 0.03
C 8.6132 3.9892 3.3987 0.06 0.06 0.01
C 6.5815 2.8767 1.8368 0.09 0.04 -0.02
C 5.5527 2.2491 1.1472 -0.11 -0.03 0.05
C 3.0168 0.0212 1.3660 -0.17 0.04 -0.01
N 2.1620 -0.8625 0.7642 0.21 -0.13 -0.29
C 2.3003 -2.0487 1.4313 -0.10 0.21 -0.02
C 1.5629 -3.2033 1.1935 -0.21 -0.04 -0.27
C 1.9552 -4.4362 1.9355 0.12 0.00 -0.01
C 3.0557 -5.1593 1.4925 -0.07 0.05 0.03
C 3.4745 -6.3151 2.1398 0.06 -0.09 0.00
C 2.7853 -6.7564 3.2613 -0.04 0.04 -0.04
O 3.1052 -7.8825 3.9664 0.00 0.00 0.03
C 4.1480 -8.6842 3.4581 0.03 -0.02 0.00
C 1.6905 -6.0343 3.7263 -0.01 -0.04 0.04
C 1.2796 -4.8907 3.0662 0.00 -0.02 0.01
C 0.5168 -3.2993 0.2688 0.36 0.40 0.21
C -0.3041 -4.4585 0.1065 -0.40 -0.20 -0.28
C -1.1888 -4.1754 -0.8852 0.14 -0.39 0.30
C -0.8949 -2.8476 -1.3366 -0.09 0.50 -0.37
N 0.1387 -2.3216 -0.6105 0.08 -0.18 -0.11
C 3.2692 -1.9077 2.4870 -0.02 0.01 0.09
C 3.7009 -0.6270 2.4576 0.00 -0.04 0.11
N 1.8546 1.2874 -1.0627 0.25 -0.10 -0.15
C 1.1495 2.7231 -4.4628 0.03 0.03 -0.13
C 2.3200 2.5292 -5.1893 -0.11 -0.04 0.03
C 2.5369 3.1906 -6.3905 0.10 0.02 -0.10
C 1.5710 4.0555 -6.8875 0.00 -0.06 0.13
O 1.6650 4.7027 -8.0877 -0.02 0.06 -0.02
C 2.7640 4.3697 -8.9060 0.03 0.04 -0.06
C 0.4199 4.2974 -6.1444 -0.03 0.09 -0.06
C 0.2157 3.6389 -4.9456 0.01 0.01 0.09
H -5.9607 -6.6746 -6.4737 0.01 0.00 -0.02
H -4.2170 -6.6393 -6.1178 -0.01 0.01 0.01
H -4.9574 -5.3482 -7.0962 0.00 0.02 0.03
H -5.6587 -4.3597 -2.7485 0.02 0.02 0.03
H -3.9704 -2.9925 -1.5506 0.02 0.01 0.01
H -1.3769 -3.2757 -4.9271 0.01 0.02 0.00
H -3.0371 -4.6150 -6.1163 -0.02 0.00 0.02
H -2.4456 -0.8642 -4.7820 0.00 0.00 -0.04
H -1.0006 1.3145 -5.3143 0.00 0.02 -0.02
H 2.5503 4.1388 -2.6220 -0.02 -0.04 -0.01
H 3.7211 3.9103 -0.2245 0.00 -0.02 0.01
H 3.0957 2.4844 3.4456 -0.01 -0.02 -0.02
H 4.9204 3.6192 4.6799 0.00 0.00 -0.01
H 9.2269 4.4237 4.1846 -0.01 -0.01 0.00
H 8.7202 4.5947 2.4934 -0.03 -0.03 -0.01
H 8.9549 2.9708 3.1938 0.00 0.01 0.00
H 7.5528 2.9593 1.3693 -0.01 0.01 0.02
H 5.7394 1.8504 0.1573 0.01 -0.01 0.00
H 3.5972 -4.8088 0.6215 -0.01 0.00 0.00
H 4.3305 -6.8549 1.7589 -0.01 0.03 0.00
H 4.2276 -9.5356 4.1297 0.01 -0.01 -0.02
H 5.1020 -8.1489 3.4420 -0.02 0.01 0.02
H 3.9225 -9.0371 2.4471 0.00 0.00 0.02
H 1.1752 -6.3900 4.6096 -0.02 0.00 -0.02
H 0.4211 -4.3422 3.4344 0.00 0.02 -0.02
H -0.2118 -5.3751 0.6667 0.01 0.01 0.00
H -1.9413 -4.8263 -1.2977 -0.02 0.01 0.02
H 3.5637 -2.6948 3.1631 0.03 0.02 -0.01
H 4.4349 -0.1673 3.0992 0.00 0.02 -0.02
H 3.0436 1.8025 -4.8396 0.00 -0.05 0.03
H 3.4550 3.0037 -6.9306 -0.04 -0.03 0.00
H 2.6136 4.8951 -9.8464 0.00 0.00 0.00
H 2.8080 3.2937 -9.0960 0.01 0.01 0.00
H 3.7102 4.6956 -8.4635 -0.01 -0.03 0.01
H -0.3080 4.9992 -6.5326 -0.01 -0.02 0.02
H -0.6826 3.8351 -4.3716 -0.02 -0.06 -0.04
C 0.0304 0.6780 5.0319 -0.07 -0.10 -0.19
Si -1.1612 0.1095 3.6729 0.02 -0.05 0.11
C -2.8814 0.7494 4.1359 0.16 -0.05 -0.15
C -1.1359 -1.7690 3.5385 -0.04 0.18 0.02
C -0.5641 0.7717 2.0204 -0.28 -0.13 0.02
Te -1.9957 0.5847 0.4134 -0.03 0.40 0.35
C -2.9450 2.4990 0.8346 0.35 -0.20 -0.18
Si -1.9798 3.9952 0.2135 0.00 0.18 -0.02
C -3.0687 5.4923 0.6407 0.15 -0.11 -0.10
C -1.6935 3.8834 -1.6437 -0.13 -0.02 0.22
C -0.3018 4.2070 1.0535 -0.20 -0.14 -0.07
H -0.2825 0.3172 6.0149 -0.01 -0.02 -0.01
H 0.0743 1.7693 5.0768 -0.01 0.00 -0.02
H 1.0428 0.3102 4.8458 -0.01 -0.01 -0.03
H -3.2503 0.2689 5.0450 0.05 -0.03 0.01
H -3.5997 0.5559 3.3359 0.01 -0.03 0.00
H -2.8645 1.8271 4.3193 0.03 0.00 -0.01
H -1.4222 -2.2735 4.4645 -0.02 0.05 0.02
H -0.1239 -2.0871 3.2749 0.03 0.02 -0.01
H -1.8002 -2.1126 2.7412 -0.01 0.02 0.00
H 0.2788 0.1716 1.6722 0.10 0.03 0.13
H -0.2346 1.8090 2.0505 -0.02 -0.02 -0.07
H -3.1362 2.5505 1.9079 -0.02 -0.04 -0.01
H -3.9125 2.4539 0.3287 -0.02 0.02 0.01
H -4.0628 5.3934 0.1976 0.01 -0.02 -0.02
H -2.6365 6.4297 0.2819 0.02 -0.02 -0.01
H -3.2003 5.5806 1.7221 0.02 -0.02 0.01
H -2.6258 3.7336 -2.1947 -0.02 0.01 0.01
H -1.0355 3.0406 -1.8687 -0.02 0.00 0.03
H -1.2162 4.7900 -2.0243 0.01 0.02 0.05
H -0.3577 4.0620 2.1353 -0.01 0.03 0.00
H 0.0909 5.2108 0.8743 -0.03 0.01 -0.05
H 0.4248 3.4954 0.6499 -0.01 0.00 0.01
Br 6.7994 -1.7073 0.9371 0.02 -0.03 -0.06
C 6.2789 -2.0874 -0.8586 0.03 0.05 0.02
C 7.1069 -2.8775 -1.6392 0.08 -0.02 0.02
C 6.7523 -3.1190 -2.9594 0.01 0.00 0.00
C 5.5991 -2.5566 -3.4877 0.06 0.05 0.06
C 4.7685 -1.7904 -2.6814 -0.17 -0.12 -0.21
C 5.0990 -1.5615 -1.3493 0.04 -0.02 0.00
C 3.4658 -1.2156 -3.2329 0.10 0.48 0.44
O 3.4585 -0.7507 -4.3751 0.01 -0.17 -0.05
O 2.5270 -1.2387 -2.3885 -0.28 -0.14 0.13
H 8.0177 -3.2873 -1.2234 -0.02 -0.01 0.00
H 7.3888 -3.7479 -3.5703 0.00 0.03 -0.02
H 5.3226 -2.7001 -4.5241 0.00 -0.01 0.00
H 4.4321 -0.9811 -0.7229 0.00 -0.05 -0.01
```
Positions in Å, forces in eV/Å.

Its expectation value of S² is 1.207. As for the charge: -1. The calculation puts the maximum force at 0.657 eV/A. For the gap between HOMO and LUMO (spin up / spin down), the calculation gives 5.75 / 5.65 eV. The spin multiplicity is 2. The calculation puts the LUMO energy (spin up / spin down) at 0.0555 / 0.0529 hartree. The calculated total energy comes out at -7680.57927 Eh.

---

Question: Which of these has the lowest maximum force?
Answer: C63H62BrMnN4O6Si2Te

---

Question: Which formula does entry 2 have?
Answer: C63H62BrMnN4O6Si2Te